[1]
The following is a DFT calculation (ωB97M-V/def2-TZVPD) of C26H27N6O2PtS3 as an isolated structure at a distorted geometry.

Element x y z (Å)
Pt  0.313  -0.571  0.066
C  -2.029  -1.183  1.720
N  -0.545  -1.365  1.788
C  -0.199  -2.820  1.754
C  -0.600  -3.416  0.420
N  -0.073  -2.611  -0.735
C  -1.092  -2.558  -1.817
C  1.206  -3.173  -1.187
C  1.231  -4.201  -2.121
C  2.438  -4.761  -2.504
C  3.622  -4.294  -1.947
C  3.598  -3.268  -1.020
C  2.388  -2.696  -0.626
S  2.409  -1.363  0.535
C  -0.069  -0.709  3.021
C  -0.330  -1.264  4.268
C  0.071  -0.593  5.407
C  0.721  0.633  5.296
C  0.970  1.185  4.054
C  0.570  0.512  2.899
S  0.861  1.256  1.332
H  -2.477  -1.713  2.562
H  -2.423  -1.573  0.788
H  -2.253  -0.124  1.780
H  -0.722  -3.346  2.553
H  0.870  -2.906  1.927
H  -1.681  -3.480  0.322
H  -0.212  -4.434  0.360
H  -1.519  -3.544  -2.003
H  -0.633  -2.195  -2.732
H  -1.889  -1.876  -1.524
H  0.312  -4.573  -2.552
H  2.453  -5.557  -3.235
H  4.569  -4.723  -2.246
H  4.520  -2.886  -0.601
H  -0.849  -2.209  4.361
H  -0.127  -1.020  6.380
H  1.039  1.159  6.186
H  1.478  2.136  3.965
N  -0.245  7.238  -0.152
C  -0.740  5.973  -0.255
C  -1.048  5.427  -1.510
C  -1.561  4.153  -1.615
C  -1.761  3.390  -0.466
C  -1.475  3.924  0.789
C  -0.971  5.201  0.894
S  -2.435  1.788  -0.565
O  -3.341  1.704  -1.667
O  -2.860  1.412  0.755
N  -1.170  0.734  -0.890
C  -0.434  0.796  -2.015
N  -0.661  1.477  -3.134
C  0.192  1.268  -4.124
C  1.294  0.407  -4.047
C  1.530  -0.193  -2.835
N  0.678  0.019  -1.832
H  -0.082  7.796  -0.968
H  -0.001  7.625  0.739
H  -0.902  6.025  -2.401
H  -1.833  3.750  -2.579
H  -1.664  3.333  1.673
H  -0.766  5.623  1.870
H  0.001  1.824  -5.035
H  1.954  0.252  -4.886
H  2.386  -0.825  -2.636

Its molecular weight is 746.821 g/mol. As for the net charge: +1. Its spin multiplicity is 1. As for the energy above the lowest of the compared OMol25 structures with the same formula, charge and spin: 0.0 kcal/mol. The energy is -76183.572 eV.

Results of the Mulliken charge analysis, in e, for atoms 1 through 6: atom 1 (Pt): 2.41, atom 2 (C): -1.16, atom 3 (N): 0.41, atom 4 (C): -0.92, atom 5 (C): -0.92, atom 6 (N): 0.27


[2]
The following is a DFT calculation (ωB97M-V/def2-TZVPD) of C26H28AuN2S2Si as an isolated structure.

Element x y z (Å)
Au  -1.509  -0.907  -0.587
C  0.553  -0.885  -0.655
Si  1.106  0.780  -0.031
C  -0.287  1.840  -0.709
N  -1.615  1.171  -0.509
C  -2.560  1.552  -1.615
C  -2.927  3.030  -1.560
C  -3.376  3.446  -0.141
C  -3.515  2.230  0.774
C  -2.190  1.489  0.864
C  1.227  0.863  1.820
C  1.078  2.076  2.499
C  1.247  2.152  3.874
C  1.570  1.011  4.595
C  1.732  -0.201  3.940
C  1.562  -0.272  2.564
C  2.708  1.297  -0.822
C  3.606  0.338  -1.299
C  4.835  0.710  -1.827
C  5.182  2.052  -1.892
C  4.305  3.020  -1.423
C  3.081  2.644  -0.891
H  0.905  -1.731  -0.067
H  0.826  -1.057  -1.701
H  -0.112  1.961  -1.780
H  -0.310  2.839  -0.264
H  -3.450  0.939  -1.527
H  -2.080  1.303  -2.560
H  -3.720  3.193  -2.289
H  -2.076  3.633  -1.879
H  -4.319  3.989  -0.186
H  -2.641  4.125  0.296
H  -4.304  1.562  0.421
H  -3.792  2.540  1.782
H  -2.301  0.570  1.436
H  -1.460  2.106  1.388
H  0.838  2.983  1.951
H  1.133  3.101  4.382
H  1.700  1.068  5.668
H  1.996  -1.089  4.499
H  1.701  -1.226  2.067
H  3.349  -0.716  -1.259
H  5.520  -0.046  -2.187
H  6.137  2.344  -2.309
H  4.577  4.067  -1.469
H  2.412  3.416  -0.522
S  -3.899  -1.486  -0.355
C  -3.075  -2.986  -0.498
N  -1.772  -2.901  -0.685
C  -1.138  -4.144  -0.786
C  0.213  -4.397  -0.997
C  0.629  -5.713  -1.041
C  -0.279  -6.763  -0.884
C  -1.625  -6.515  -0.699
C  -2.048  -5.192  -0.655
S  -3.674  -4.585  -0.423
H  0.905  -3.581  -1.134
H  1.675  -5.937  -1.203
H  0.076  -7.784  -0.909
H  -2.331  -7.328  -0.593

Its molecular weight is 657.711 g/mol. As for the net charge: +1. Its spin multiplicity is 1. The energy is -63632.254 eV.

Results of the Mulliken charge analysis, in e, for atoms 1 through 6: atom 1 (Au): 0.85, atom 2 (C): -1.60, atom 3 (Si): -0.99, atom 4 (C): -0.70, atom 5 (N): 0.30, atom 6 (C): -1.00


[3]
The following is a DFT calculation (ωB97M-V/def2-TZVPD) of C26H28BrCl2N4O7PS2Ta as an isolated structure at a distorted geometry.

Element x y z (Å)
Ta  0.958  1.752  0.370
Br  0.910  -5.267  -10.618
C  0.989  -4.414  -8.939
C  1.777  -4.966  -7.933
C  1.839  -4.351  -6.700
C  1.110  -3.180  -6.479
C  0.329  -2.636  -7.493
C  0.263  -3.253  -8.730
N  1.096  -2.469  -5.263
N  1.827  -2.915  -4.363
C  1.874  -2.137  -3.192
C  3.083  -2.119  -2.544
C  3.285  -1.405  -1.352
C  2.236  -0.708  -0.842
O  2.214  -0.092  0.411
C  0.986  -0.673  -1.492
N  0.047  0.149  -0.949
C  -1.174  0.143  -1.448
C  -1.526  -0.677  -2.524
C  -0.570  -1.436  -3.145
C  0.754  -1.430  -2.654
H  2.334  -5.872  -8.125
H  2.446  -4.767  -5.909
H  -0.217  -1.722  -7.300
H  -0.341  -2.838  -9.525
H  3.893  -2.692  -2.974
H  4.238  -1.430  -0.841
H  -1.892  0.806  -0.982
H  -2.548  -0.675  -2.874
H  -0.823  -2.035  -4.005
O  1.411  2.017  -1.756
Cl  2.070  3.409  -1.796
O  1.159  4.322  -2.399
O  2.100  3.605  -0.302
O  2.886  1.189  0.490
C  -4.451  -0.627  2.246
C  -4.248  0.873  2.212
C  -4.814  1.602  3.413
O  -2.836  1.190  2.006
P  -1.670  1.281  3.067
S  -1.330  3.053  3.737
S  -0.099  0.311  2.031
O  -2.073  0.174  4.120
C  -1.355  -0.396  5.259
C  -0.186  0.440  5.739
C  -0.948  -1.807  4.884
H  -5.514  -0.841  2.361
H  -3.918  -1.074  3.084
H  -4.106  -1.087  1.319
H  -4.700  1.273  1.303
H  -4.482  1.149  4.347
H  -5.903  1.556  3.379
H  -4.514  2.649  3.400
H  -2.116  -0.431  6.039
H  0.583  0.520  4.967
H  0.252  -0.056  6.605
H  -0.498  1.441  6.027
H  -0.174  -1.796  4.116
H  -1.804  -2.371  4.516
H  -0.555  -2.317  5.764
Cl  -0.857  3.123  0.154
C  2.494  4.317  4.412
C  2.741  2.958  4.284
C  2.291  2.302  3.162
N  1.621  2.924  2.175
C  1.376  4.236  2.312
C  1.802  4.962  3.404
H  2.834  4.859  5.284
H  3.273  2.403  5.042
H  2.465  1.245  3.032
H  0.821  4.713  1.519
H  1.573  6.017  3.456

Its molecular weight is 935.397 g/mol. As for the net charge: +1. Its spin multiplicity is 1. As for the energy above the lowest of the compared OMol25 structures with the same formula, charge and spin: 19.4 kcal/mol. The energy is -175299.856 eV.

Results of the Mulliken charge analysis, in e, for atoms 1 through 6: atom 1 (Ta): 1.31, atom 2 (Br): -0.15, atom 3 (C): 0.12, atom 4 (C): -0.60, atom 5 (C): -0.15, atom 6 (C): 0.24


[4]
The following is a DFT calculation (ωB97M-V/def2-TZVPD) of C26H28BrCl2N4O7PS2Ta as an isolated structure.

Element x y z (Å)
Ta  -0.140  -0.209  0.180
Br  -3.996  2.002  -12.357
C  -3.576  1.689  -10.543
C  -4.064  2.558  -9.575
C  -3.761  2.338  -8.245
C  -2.968  1.247  -7.894
C  -2.484  0.385  -8.871
C  -2.789  0.602  -10.205
N  -2.594  0.928  -6.563
N  -3.092  1.642  -5.684
C  -2.666  1.368  -4.360
C  -3.611  1.579  -3.394
C  -3.374  1.327  -2.027
C  -2.134  0.913  -1.668
O  -1.731  0.625  -0.408
C  -1.128  0.701  -2.630
N  0.041  0.234  -2.120
C  1.033  -0.001  -2.955
C  0.929  0.250  -4.325
C  -0.251  0.709  -4.853
C  -1.355  0.926  -4.002
H  -4.677  3.400  -9.868
H  -4.133  3.005  -7.480
H  -1.875  -0.459  -8.572
H  -2.422  -0.063  -10.974
H  -4.580  1.938  -3.714
H  -4.148  1.476  -1.286
H  1.952  -0.398  -2.538
H  1.786  0.067  -4.957
H  -0.340  0.890  -5.911
O  -1.235  -2.095  0.396
Cl  -1.092  -2.800  -0.955
O  -1.074  -4.185  -0.733
O  -2.107  -2.351  -1.824
O  0.212  -2.271  -1.342
C  0.631  -1.829  5.098
C  0.185  -0.670  5.965
C  1.281  -0.091  6.832
O  -0.458  0.383  5.164
P  0.086  1.253  3.987
S  -0.656  2.986  3.802
S  -0.665  -0.062  2.376
O  1.623  0.986  3.993
C  2.850  1.780  3.812
C  2.631  3.153  3.226
C  3.775  0.915  2.988
H  0.975  -2.640  5.742
H  1.455  -1.537  4.444
H  -0.198  -2.201  4.493
H  -0.640  -0.988  6.597
H  2.169  0.161  6.253
H  1.563  -0.836  7.579
H  0.928  0.795  7.358
H  3.231  1.879  4.828
H  2.126  3.107  2.263
H  3.614  3.602  3.076
H  2.057  3.794  3.892
H  3.375  0.801  1.979
H  3.895  -0.070  3.441
H  4.756  1.388  2.921
Cl  1.268  1.636  0.166
C  4.002  -3.019  1.166
C  2.744  -3.367  1.630
C  1.675  -2.547  1.341
N  1.803  -1.412  0.631
C  3.025  -1.080  0.188
C  4.140  -1.853  0.430
H  4.860  -3.645  1.374
H  2.581  -4.266  2.209
H  0.680  -2.788  1.686
H  3.105  -0.160  -0.373
H  5.099  -1.535  0.046

Its molecular weight is 935.397 g/mol. As for the net charge: +1. Its spin multiplicity is 1. As for the energy above the lowest of the compared OMol25 structures with the same formula, charge and spin: 18.9 kcal/mol. The energy is -175299.878 eV.

Results of the Mulliken charge analysis, in e, for atoms 1 through 6: atom 1 (Ta): 1.00, atom 2 (Br): -0.16, atom 3 (C): 0.11, atom 4 (C): -0.59, atom 5 (C): -0.10, atom 6 (C): 0.18


Looking at frontier orbital gap for the records above, in order, we have 0.2477; 0.2818; 0.2585; 0.2276 hartree.
Looking at highest occupied orbital energy for the records above, in order, we have -10.27; -11.37; -10.97; -10.61 eV.